{"formula": "C2H10N2OSi", "method": "ωB97M-V/def2-TZVPD", "symbols": ["C", "C", "N", "N", "O", "Si", "H", "H", "H", "H", "H", "H", "H", "H", "H", "H"], "xyz": [[-2.619, -0.573, -0.287], [1.714, -0.957, -1.108], [1.270, 0.061, 1.781], [0.695, 1.939, -0.025], [-1.969, 0.415, 0.240], [0.926, 0.305, 0.085], [-3.580, -0.655, 0.391], [-2.078, -1.527, -0.106], [-2.852, -0.432, -1.338], [1.002, -1.884, -1.128], [1.901, -0.526, -2.164], [2.725, -1.288, -0.540], [1.218, 0.913, 2.376], [0.758, -0.677, 2.231], [-0.118, 2.409, 0.496], [1.007, 2.478, -0.904]], "nbo_charge": [-0.191, -1.188, -1.302, -1.365, -0.864, 2.053, 0.106, 0.095, 0.112, 0.289, 0.276, 0.279, 0.413, 0.403, 0.467, 0.417], "e_lumo_ha": -0.00070, "homo_lumo_gap_ev": 6.768, "relative_energy_kj_mol": 419.1, "homo_ev": -6.8}


{"formula": "C2H3IN2", "method": "ωB97M-V/def2-TZVPD", "symbols": ["C", "C", "N", "N", "I", "H", "H", "H"], "xyz": [[-0.175, 0.029, 0.526], [0.132, -0.621, -0.775], [-0.413, 1.326, 0.514], [-0.526, 2.488, 0.525], [0.316, -0.681, 2.469], [1.091, -0.205, -1.360], [-0.782, -0.660, -1.342], [0.357, -1.677, -0.556]], "nbo_charge": [-0.188, -0.656, 0.007, -0.013, 0.160, 0.220, 0.232, 0.238], "e_lumo_ha": -0.01396, "homo_lumo_gap_ev": 7.787, "relative_energy_kj_mol": 81.0, "homo_ev": -8.2}


{"formula": "C21H14F2N6O3", "method": "ωB97M-V/def2-TZVPD", "symbols": ["O", "C", "N", "C", "C", "C", "C", "F", "C", "C", "F", "N", "C", "C", "O", "C", "C", "C", "C", "O", "C", "N", "C", "N", "C", "N", "C", "N", "C", "C", "C", "C", "H", "H", "H", "H", "H", "H", "H", "H", "H", "H", "H", "H", "H", "H"], "xyz": [[1.536, -2.154, 3.150], [2.217, -1.158, 3.026], [2.558, -0.543, 4.201], [2.701, 0.829, 4.348], [1.861, 1.450, 5.286], [1.965, 2.816, 5.557], [3.002, 3.550, 4.997], [3.179, 4.851, 5.333], [3.892, 2.953, 4.130], [3.771, 1.582, 3.783], [4.733, 0.955, 3.029], [2.489, -0.553, 1.812], [2.133, -1.075, 0.523], [2.308, -0.072, -0.640], [2.405, -0.601, -1.988], [1.187, -1.148, -2.251], [0.883, -1.898, -3.391], [-0.424, -2.309, -3.605], [-1.430, -2.096, -2.683], [-2.676, -2.505, -3.064], [-3.619, -1.569, -2.820], [-4.284, -1.622, -1.690], [-5.213, -0.674, -1.421], [-5.492, 0.336, -2.281], [-4.857, 0.342, -3.449], [-4.920, 1.185, -4.520], [-4.119, 0.712, -5.550], [-3.459, -0.340, -5.077], [-3.920, -0.600, -3.785], [-1.071, -1.465, -1.464], [0.243, -1.006, -1.253], [0.927, -0.314, -0.097], [2.131, -0.992, 4.978], [1.079, 0.857, 5.756], [1.295, 3.262, 6.276], [4.700, 3.486, 3.718], [3.264, 0.124, 1.871], [2.197, -2.137, 0.340], [2.706, 0.932, -0.468], [1.633, -2.028, -4.138], [-0.629, -2.735, -4.594], [-5.822, -0.748, -0.513], [-5.643, 1.865, -4.593], [-4.014, 1.110, -6.553], [-1.811, -1.340, -0.698], [0.407, 0.485, 0.471]], "nbo_charge": [-0.642, 0.791, -0.622, 0.065, -0.195, -0.269, 0.389, -0.316, -0.328, 0.381, -0.324, -0.645, -0.063, 0.077, -0.457, 0.261, -0.241, -0.224, 0.257, -0.471, 0.554, -0.485, 0.253, -0.470, 0.322, -0.535, 0.208, -0.433, -0.032, -0.262, -0.014, -0.281, 0.414, 0.225, 0.236, 0.242, 0.406, 0.244, 0.213, 0.223, 0.231, 0.198, 0.419, 0.223, 0.232, 0.241], "e_lumo_ha": 0.01439, "homo_lumo_gap_ev": 8.518, "homo_ev": -8.1, "smiles": "O=C(Nc1ccc(F)cc1F)N[C@@H]1[C@H]2Oc3ccc(Oc4ncnc5[nH]cnc45)cc3[C@@H]12"}


{"formula": "C8H20Br6O6", "method": "ωB97M-V/def2-TZVPD", "symbols": ["C", "C", "O", "O", "H", "H", "H", "H", "H", "H", "C", "C", "O", "O", "H", "H", "H", "H", "H", "H", "C", "C", "O", "O", "H", "H", "H", "H", "H", "H", "C", "Br", "Br", "Br", "H", "C", "Br", "Br", "Br", "H"], "xyz": [[2.144, 0.292, -2.641], [1.671, -1.028, -3.271], [0.245, -1.055, -3.285], [1.465, 1.224, -3.506], [3.295, 0.331, -2.652], [1.834, 0.491, -1.594], [2.012, -1.893, -2.709], [2.074, -1.172, -4.248], [-0.172, -0.226, -3.488], [1.661, 2.142, -3.177], [-0.659, -0.733, 3.972], [-0.965, 0.697, 4.294], [0.007, 1.253, 5.130], [0.602, -0.837, 3.220], [-1.591, -1.125, 3.482], [-0.522, -1.225, 4.890], [-2.002, 0.703, 4.751], [-1.007, 1.241, 3.319], [0.840, 1.076, 4.655], [0.407, -0.626, 2.311], [2.518, 2.695, 2.175], [2.008, 1.821, 1.013], [0.590, 1.584, 1.081], [1.697, 3.847, 1.984], [3.560, 2.936, 1.941], [2.318, 2.283, 3.122], [2.547, 0.748, 0.995], [2.125, 2.343, 0.068], [0.127, 2.375, 0.883], [1.867, 4.493, 2.720], [-3.161, -4.578, -3.244], [-2.719, -5.701, -1.827], [-3.620, -5.528, -4.945], [-1.705, -3.348, -3.633], [-4.021, -3.895, -3.072], [-3.007, -0.421, -1.836], [-3.781, 1.199, -2.589], [-4.531, -1.361, -1.189], [-1.619, 0.013, -0.549], [-2.535, -1.032, -2.551]], "nbo_charge": [-0.094, -0.074, -0.748, -0.742, 0.166, 0.177, 0.183, 0.174, 0.490, 0.476, -0.098, -0.088, -0.715, -0.741, 0.171, 0.183, 0.178, 0.163, 0.470, 0.478, -0.096, -0.075, -0.750, -0.743, 0.172, 0.175, 0.186, 0.173, 0.485, 0.479, -0.518, 0.147, 0.039, 0.092, 0.241, -0.481, 0.066, 0.085, 0.094, 0.224], "e_lumo_ha": 0.00496, "homo_lumo_gap_ev": 10.077, "homo_ev": -9.9}


{"formula": "C7H6N2O2S2", "method": "ωB97M-V/def2-TZVPD", "symbols": ["C", "C", "C", "C", "C", "C", "C", "N", "N", "O", "O", "S", "S", "H", "H", "H", "H", "H", "H"], "xyz": [[2.850, -0.051, 0.460], [2.833, 0.850, -0.620], [1.651, -0.622, 0.911], [1.645, 1.268, -1.237], [0.464, -0.142, 0.442], [0.495, 0.799, -0.632], [-1.795, 0.204, 0.107], [-0.828, -0.479, 0.800], [-3.110, 0.251, 0.508], [-3.385, -0.456, 1.495], [-3.896, 0.869, -0.166], [-1.142, 1.226, -1.143], [-2.461, -2.046, -1.720], [3.829, -0.554, 0.841], [3.676, 1.305, -0.911], [1.642, -1.245, 1.699], [1.634, 1.991, -1.929], [-0.976, -1.116, 1.610], [-3.126, -2.051, -0.514]], "nbo_charge": [-0.187, -0.197, -0.232, -0.203, 0.142, -0.189, 0.124, -0.528, 0.421, -0.475, -0.390, 0.463, -0.190, 0.232, 0.208, 0.212, 0.220, 0.457, 0.110], "e_lumo_ha": [-0.08130, -0.05127], "homo_lumo_gap_ev": [5.206, 8.101], "relative_energy_kj_mol": 450.7, "homo_ev": [-7.4, -9.5]}


{"formula": "C5H3N", "method": "ωB97M-V/def2-TZVPD", "symbols": ["C", "C", "C", "C", "C", "N", "H", "H", "H"], "xyz": [[0.564, -0.840, 0.329], [-0.512, -1.546, -0.159], [-1.751, -1.318, -0.091], [0.663, 0.477, -0.305], [-0.644, 0.989, 0.049], [-1.571, 1.623, 0.288], [1.105, -0.953, 1.285], [1.379, 1.258, -0.066], [0.767, 0.310, -1.331]], "nbo_charge": [0.085, -0.420, 0.145, -0.576, 0.265, -0.270, 0.236, 0.265, 0.271], "e_lumo_ha": [-0.06594, -0.06591], "homo_lumo_gap_ev": [8.629, 8.631], "relative_energy_kj_mol": 368.8, "homo_ev": [-10.4, -10.4]}


{"formula": "C18H11NO7", "method": "ωB97M-V/def2-TZVPD", "symbols": ["O", "C", "C", "O", "C", "O", "C", "C", "C", "C", "C", "C", "C", "C", "O", "C", "O", "C", "C", "C", "C", "C", "N", "O", "O", "C", "H", "H", "H", "H", "H", "H", "H", "H", "H", "H", "H"], "xyz": [[3.949, -2.526, 1.113], [3.029, -2.183, 0.417], [1.838, -3.115, 0.187], [0.628, -2.449, -0.139], [0.224, -1.519, 0.725], [0.800, -1.258, 1.752], [-1.029, -0.847, 0.297], [-1.858, -0.338, 1.242], [-3.076, 0.304, 0.873], [-3.990, 0.829, 1.796], [-5.153, 1.417, 1.358], [-5.430, 1.492, -0.006], [-4.547, 0.984, -0.935], [-3.364, 0.390, -0.500], [-2.512, -0.086, -1.434], [-1.328, -0.697, -1.131], [-0.620, -1.031, -2.043], [2.980, -0.866, -0.268], [2.380, -0.690, -1.516], [2.338, 0.567, -2.099], [2.884, 1.658, -1.448], [3.495, 1.472, -0.213], [4.073, 2.611, 0.466], [4.640, 2.413, 1.517], [3.951, 3.696, -0.061], [3.558, 0.221, 0.380], [2.049, -3.774, -0.659], [1.710, -3.719, 1.092], [-1.597, -0.435, 2.287], [-3.763, 0.762, 2.849], [-5.856, 1.822, 2.070], [-6.347, 1.954, -0.341], [-4.745, 1.036, -1.993], [1.938, -1.523, -2.038], [1.864, 0.689, -3.060], [2.852, 2.648, -1.876], [4.032, 0.092, 1.341]], "nbo_charge": [-0.507, 0.569, -0.184, -0.479, 0.793, -0.585, -0.295, -0.019, -0.202, -0.138, -0.233, -0.161, -0.273, 0.412, -0.467, 0.767, -0.557, -0.181, -0.133, -0.216, -0.184, 0.064, 0.519, -0.368, -0.381, -0.141, 0.226, 0.226, 0.242, 0.221, 0.223, 0.224, 0.235, 0.238, 0.231, 0.250, 0.264], "e_lumo_ha": -0.03475, "homo_lumo_gap_ev": 8.550, "relative_energy_kj_mol": 0.0, "homo_ev": -9.5, "smiles": "O=C(COC(=O)c1cc2ccccc2oc1=O)c1cccc([N+](=O)[O-])c1"}